No. 1
{"formula": "C27H44FNNbO", "method": "ωB97M-V with the def2-TZVPD basis set", "de_lowest_ev": 0.000, "multiplicity": 1, "molar_mass_g_mol": 510.56, "homo_energy_ha": -0.150, "gap_ev": 6.76, "charge": -1, "lumo_energy_ha": 0.098, "symbols": ["Nb", "F", "O", "N", "C", "C", "C", "C", "C", "C", "C", "C", "C", "C", "C", "C", "C", "C", "C", "C", "C", "C", "C", "C", "C", "C", "C", "C", "C", "C", "C", "H", "H", "H", "H", "H", "H", "H", "H", "H", "H", "H", "H", "H", "H", "H", "H", "H", "H", "H", "H", "H", "H", "H", "H", "H", "H", "H", "H", "H", "H", "H", "H", "H", "H", "H", "H", "H", "H", "H", "H", "H", "H", "H", "H"], "xyz": [[-0.5721, -0.3129, 0.6300], [-0.1545, 3.1304, -1.4431], [-5.7552, -2.8410, 0.5399], [-4.7607, 0.8708, 1.0128], [3.4404, -3.1196, -0.3411], [4.4637, -2.7622, 0.5370], [0.2871, -2.2309, 1.5871], [1.3584, 0.8594, 0.8054], [2.5112, 0.6192, -0.2068], [-5.7449, 0.0838, 0.2870], [-4.1156, 0.1264, 2.0956], [-3.6965, -2.5339, -2.4587], [-5.0980, -2.2444, -0.5308], [-5.0669, -0.8578, -0.6744], [2.8987, 1.8505, -1.0501], [-1.5264, 1.4880, -0.3524], [4.7757, 3.6430, -1.0402], [2.7475, -2.1038, 2.1190], [5.3933, 4.0508, 0.2925], [2.1078, -2.9662, -0.0010], [-1.9513, 2.3147, -2.7404], [1.7092, -2.4487, 1.2390], [-3.6647, -1.1541, -2.6290], [4.4075, 2.1513, -1.1058], [4.0797, -2.2552, 1.7754], [-1.6086, 0.0662, 2.6195], [-4.4190, -3.0764, -1.4089], [-2.9118, 0.8714, 2.6815], [5.9129, -2.9151, 0.1599], [-0.9315, 1.9536, -1.6741], [-4.3475, -0.3376, -1.7484], [6.3675, 3.5817, 0.4376], [1.3335, -3.2235, -0.7141], [-3.1538, -3.1834, -3.1319], [3.8752, 4.2401, -1.2014], [5.5144, 5.1324, 0.3744], [-4.8432, -0.0720, 2.8984], [-3.0863, -0.7150, -3.4308], [-2.6025, 1.3249, -0.4546], [-5.2139, 1.6894, 1.3996], [6.0436, -2.7811, -0.9149], [-6.3696, 0.7721, -0.2849], [-1.8051, -0.9074, 3.0805], [5.4701, 3.8993, -1.8438], [-2.2632, 1.4279, -3.2944], [-4.3065, 0.7397, -1.8579], [-6.3862, -0.4937, 0.9664], [2.2758, -0.2065, -0.8773], [-1.5121, 3.0340, -3.4318], [2.4953, -1.6878, 3.0892], [-1.4150, 2.3276, 0.3460], [3.3971, 0.2871, 0.3438], [-6.7025, -2.7206, 0.4325], [-0.3298, -3.0564, 1.2230], [4.8495, -1.9663, 2.4845], [-2.8191, 1.8391, 2.1830], [1.7181, 0.6748, 1.8260], [-2.8240, 2.7777, -2.2756], [3.6975, -3.5047, -1.3217], [-3.1404, 1.0961, 3.7325], [-0.8230, 0.5711, 3.1994], [2.5619, 1.6778, -2.0757], [-0.2254, 1.2261, -2.0809], [-2.0939, -1.2390, 0.1252], [-3.7975, -0.8347, 1.6893], [6.3062, -3.8951, 0.4356], [0.1661, -2.1718, 2.6723], [4.8328, 1.7238, -2.0164], [4.8955, 1.6398, -0.2712], [2.3682, 2.7326, -0.6896], [-4.4388, -4.1451, -1.2446], [6.5194, -2.1505, 0.6486], [-0.1089, -1.0268, -1.0193], [1.0622, 1.9140, 0.7581], [4.7426, 3.7325, 1.1104]]}


No. 2
{"formula": "C27H44GeN6S2Si3Sr", "method": "ωB97M-V with the def2-TZVPD basis set", "multiplicity": 2, "molar_mass_g_mol": 761.31, "homo_energy_ha": [-0.370, -0.374], "gap_ev": [7.92, 6.23], "charge": 1, "lumo_energy_ha": [-0.079, -0.145], "symbols": ["Sr", "Ge", "S", "S", "Si", "Si", "Si", "N", "N", "N", "N", "N", "N", "C", "C", "C", "C", "C", "C", "C", "C", "C", "C", "C", "C", "C", "C", "C", "C", "C", "C", "C", "C", "C", "C", "C", "C", "C", "C", "C", "H", "H", "H", "H", "H", "H", "H", "H", "H", "H", "H", "H", "H", "H", "H", "H", "H", "H", "H", "H", "H", "H", "H", "H", "H", "H", "H", "H", "H", "H", "H", "H", "H", "H", "H", "H", "H", "H", "H", "H", "H", "H", "H", "H"], "xyz": [[-0.2548, 0.0368, 0.1257], [-1.5380, -2.3095, 2.3306], [-5.2530, 0.7536, -1.6779], [0.3788, 2.5053, -3.9970], [-2.4096, -0.4823, 3.6970], [-2.4860, -3.7419, 0.6174], [-0.4896, -3.8334, 3.8912], [1.9605, -0.4883, 1.2432], [-4.4797, -0.7430, 0.4134], [-2.8398, 0.3541, -0.8832], [1.9240, 0.5866, -2.9183], [0.8835, 2.1173, 0.2947], [-0.3604, 0.7081, -2.3201], [0.6849, 1.1470, -2.9804], [4.0006, -0.9470, 5.9131], [2.1560, 3.7716, -0.6067], [-3.9715, 1.4362, -2.5980], [-2.4662, -3.0479, -1.1292], [-1.4795, 1.4849, -2.6166], [-4.2243, -4.2099, 1.1385], [2.6983, 0.5125, 0.8791], [2.6626, -1.5992, 1.8719], [-3.5809, 0.7830, 2.9468], [-3.3098, -1.2647, 5.1405], [2.9224, -0.1165, 3.9256], [3.0220, 2.7567, -0.2095], [-2.7814, 1.1227, -2.0440], [-1.4209, -5.2804, 0.6079], [3.7835, -2.3512, 3.9737], [-1.2620, 2.4982, -3.4808], [-4.0876, 0.0757, -0.5972], [3.3611, 0.0759, 5.2324], [-0.9142, 0.4969, 4.2433], [0.2927, -2.9953, 5.3691], [-1.8974, -4.9262, 4.4953], [0.8681, 3.3340, -0.2755], [0.8031, -4.9111, 3.0449], [3.1193, -1.3339, 3.2908], [4.2164, -2.1638, 5.2755], [2.2198, 1.7406, 0.3308], [0.4849, -5.9558, 3.0557], [0.9790, -2.1971, 5.0986], [-0.1193, -0.1250, 4.6405], [-0.5010, 1.0830, 3.4156], [-2.6999, -1.9856, 5.6805], [-1.5982, -5.4299, 5.4190], [-5.4313, -0.6726, 0.7333], [-2.4418, -3.8952, -1.8210], [-1.9647, 3.2301, -3.8418], [0.8804, -3.7497, 5.9007], [-3.6537, 1.5885, 3.6847], [3.9685, -3.2968, 3.4749], [-4.2159, -1.7734, 4.8029], [3.2029, 1.0327, 5.7140], [-1.2145, 1.2060, 5.0208], [1.9898, -2.4571, 1.8811], [2.1271, 0.0236, -2.1076], [4.7329, -2.9625, 5.7921], [2.4144, 4.7191, -1.0515], [-1.4143, -5.7921, 1.5700], [-2.8028, -4.3539, 4.7090], [-1.6007, -2.4261, -1.3655], [-0.0643, 3.8621, -0.4215], [1.7477, -4.8433, 3.5888], [-3.6089, -0.4802, 5.8419], [-4.2154, -4.6830, 2.1216], [3.7871, 0.4439, 0.9840], [-4.1644, 1.9777, -3.5082], [4.0998, 2.7436, -0.2777], [-3.3623, -2.4683, -1.3423], [-1.8266, -5.9714, -0.1370], [2.6979, 1.1723, -3.1892], [-4.8919, -3.3472, 1.1762], [-4.5895, 0.4013, 2.7909], [4.3424, -0.7967, 6.9285], [-0.3866, -5.0647, 0.3306], [-4.6441, -4.9257, 0.4256], [-2.1494, -5.6979, 3.7654], [3.5368, -1.8924, 1.2774], [-3.2256, 1.2317, 2.0156], [2.4392, 0.6963, 3.4010], [0.9920, -4.6431, 2.0061], [-3.7953, -0.9286, 1.1336], [-0.4460, -2.6038, 6.0682]]}


No. 3
{"formula": "C27H45AsBIrN8O4Si2", "method": "ωB97M-V with the def2-TZVPD basis set", "multiplicity": 1, "molar_mass_g_mol": 879.83, "homo_energy_ha": [-0.239, -0.239], "gap_ev": [5.78, 5.79], "charge": 0, "lumo_energy_ha": [-0.027, -0.027], "symbols": ["Ir", "As", "Si", "Si", "O", "O", "O", "O", "N", "N", "N", "N", "N", "N", "N", "N", "C", "C", "C", "C", "C", "C", "C", "C", "C", "C", "C", "C", "C", "C", "C", "C", "C", "C", "C", "C", "C", "C", "C", "C", "C", "C", "C", "B", "H", "H", "H", "H", "H", "H", "H", "H", "H", "H", "H", "H", "H", "H", "H", "H", "H", "H", "H", "H", "H", "H", "H", "H", "H", "H", "H", "H", "H", "H", "H", "H", "H", "H", "H", "H", "H", "H", "H", "H", "H", "H", "H", "H", "H"], "xyz": [[-0.1441, 0.1710, 0.1503], [-0.6305, 0.8632, 2.6950], [0.4679, 0.3746, 4.7458], [-2.4726, 2.1763, 3.3845], [-3.6034, 5.1683, -2.7429], [0.2029, 4.4718, -0.6394], [0.5374, 2.4568, 0.2381], [-1.5462, 5.6686, -2.0535], [0.8138, -2.0174, -2.0379], [0.4209, -0.7325, -1.9831], [-1.8213, 1.5090, -0.8093], [1.8153, -0.9294, 0.5196], [-3.3746, 2.5376, -1.9480], [-0.4297, -3.0176, -0.1088], [-1.0535, -1.9596, 0.4270], [1.9418, -2.2177, 0.1654], [3.7673, -1.6617, 1.2705], [-2.2996, -3.7600, 0.7890], [-2.3960, 3.4704, -1.7065], [3.1155, 0.8322, 1.6450], [1.5324, 1.8723, 5.2916], [0.1898, 1.1894, -3.5432], [1.6087, -1.1380, 4.4945], [-0.1186, 3.2909, -0.4248], [0.5040, -0.2249, -3.2077], [-1.1640, -4.1278, 0.0875], [-1.4256, 2.8069, -0.9907], [-2.1857, -2.3820, 0.9814], [0.9528, -1.2183, -4.0849], [-3.8436, 1.1636, 4.2780], [1.1444, -2.3406, -3.3042], [3.1201, -2.6928, 0.6130], [2.9066, -0.5635, 1.1816], [-2.9879, 1.3678, -1.4002], [-3.7705, 0.1096, -1.4501], [-0.7939, -5.4782, -0.4100], [-3.1188, -1.4674, 1.6908], [1.6280, -3.6805, -3.7297], [-1.9335, 3.5860, 4.5624], [-2.5584, 4.8589, -2.2093], [3.5815, -4.0934, 0.4233], [-3.3101, 2.9705, 1.8640], [-0.7483, -0.0439, 6.1724], [0.9457, -2.9003, -0.7891], [-0.7219, 1.2539, -4.1390], [0.9085, 2.7306, 5.5225], [-2.6004, 3.5843, 1.3174], [1.1198, -1.1243, -5.1387], [0.0665, 1.7716, -2.6360], [-1.5616, 3.1996, 5.5065], [2.8205, -4.7946, 0.7568], [2.3849, -0.9199, 3.7693], [-0.2145, -0.2925, 7.0843], [3.8756, 0.8722, 2.4216], [1.7951, -3.6787, -4.8034], [0.8977, -4.4498, -3.4880], [-4.2177, 2.7693, -2.4529], [-4.3964, 0.5393, 3.5830], [1.0031, 1.6211, -4.1249], [-3.4297, 0.5169, 5.0447], [2.2117, 2.1699, 4.4978], [3.7884, -4.2940, -0.6265], [4.4879, -4.2570, 1.0000], [-4.1452, 3.6051, 2.1439], [-2.7612, 4.2520, 4.7860], [-3.6870, 2.2122, 1.1833], [2.0972, -1.4377, 5.4169], [2.5616, -3.9290, -3.2294], [4.7315, -1.6914, 1.7386], [-4.2043, -0.0308, -2.4367], [-3.0004, -0.4507, 1.3182], [1.3373, -3.9712, -1.0879], [3.4436, 1.4436, 0.8050], [2.1778, 1.2593, 2.0050], [-4.5835, 0.1275, -0.7231], [-1.4037, 0.7901, 6.4008], [-1.3743, -0.8954, 5.9227], [0.1343, -5.8187, 0.0432], [-0.7690, 5.2530, -1.5034], [1.0480, -1.9912, 4.1214], [-3.1130, -0.7241, -1.2190], [-4.1431, -1.8037, 1.5504], [-0.6549, -5.4638, -1.4883], [-1.5854, -6.1829, -0.1699], [-2.9047, -1.4610, 2.7613], [-4.5588, 1.8228, 4.7604], [-3.0958, -4.3970, 1.1131], [-1.1450, 4.1832, 4.1135], [2.1287, 1.6519, 6.1719]]}